Record 1
The following is a quantum chemistry calculation of a structure of composition C26H22BeN7O3, from OMol25.

Geometry as XYZ:
```
59
C26H22BeN7O3 the ωB97M-V functional and the def2-TZVPD basis
Be -0.189 0.084 0.123
O 0.467 2.562 6.074
C 0.851 3.157 5.060
O 1.454 4.216 4.860
C 0.508 2.392 3.742
C 0.994 2.859 2.521
C 0.737 2.110 1.391
N 0.012 1.001 1.479
C -0.406 0.496 2.637
C -0.192 1.184 3.810
C -0.843 -0.911 2.429
C -1.284 -1.763 3.425
C -1.459 -3.104 3.119
C -1.176 -3.556 1.838
C -0.770 -2.639 0.888
N -0.630 -1.342 1.165
C 1.264 2.246 0.008
C 2.080 3.272 -0.428
C 2.546 3.240 -1.733
C 2.177 2.193 -2.563
C 1.349 1.208 -2.058
N 0.906 1.223 -0.802
H 1.583 3.768 2.540
H -0.471 0.830 4.795
H -1.457 -1.384 4.422
H -1.792 -3.795 3.882
H -1.271 -4.599 1.575
H -0.557 -2.940 -0.130
H 2.345 4.074 0.246
H 3.191 4.028 -2.099
H 2.519 2.138 -3.587
H 1.015 0.386 -2.679
N 6.457 -2.873 2.317
C 5.993 -2.707 1.060
O 6.626 -3.013 0.072
C 4.608 -2.110 0.906
C 3.840 -1.590 1.936
C 2.591 -1.066 1.642
N 2.085 -1.020 0.410
C 2.838 -1.514 -0.576
C 4.087 -2.069 -0.380
H 7.384 -3.248 2.428
H 5.940 -2.620 3.138
H 4.180 -1.559 2.962
H 1.987 -0.644 2.438
H 2.422 -1.462 -1.576
H 4.672 -2.461 -1.200
C -3.662 -0.989 0.230
C -3.067 0.207 -0.430
N -1.798 0.540 -0.664
C -1.852 1.752 -1.357
C -3.135 2.130 -1.529
N -3.884 1.144 -0.940
H -2.918 -1.708 0.535
H -4.344 -1.485 -0.462
H -4.235 -0.690 1.109
H -0.974 2.270 -1.686
H -3.570 2.989 -2.006
H -4.889 1.114 -0.889
```

Summary:
* ΔE to the lowest compared entry with this formula, charge and spin: 0.3923 eV
* net charge: +1
* HOMO energy: -10.25 eV
* multiplicity: 1
* frontier orbital gap: 6.4 eV

---

Record 2
The following is a quantum chemistry calculation of a structure of composition C26H22Br6N4O8, from OMol25.

Geometry as XYZ:
```
66
C26H22Br6N4O8 the ωB97M-V functional and the def2-TZVPD basis
C -4.810 -0.462 -25.992
Br -5.895 0.240 -24.539
Br -4.963 -2.338 -26.286
Br -2.990 0.008 -25.480
H -5.022 0.129 -26.870
C -7.301 -0.439 -21.112
Br -5.657 -0.926 -20.213
Br -8.474 0.470 -19.902
Br -8.061 -2.015 -21.909
H -7.036 0.252 -21.898
C -9.271 -5.331 -25.870
C -8.520 -4.534 -25.002
C -8.285 -3.200 -25.275
C -8.780 -2.657 -26.443
C -9.471 -3.443 -27.333
C -9.725 -4.788 -27.047
N -8.597 -1.246 -26.751
O -8.806 -0.424 -25.882
O -8.229 -0.992 -27.883
H -9.348 -6.378 -25.606
H -8.070 -4.963 -24.116
H -7.714 -2.629 -24.556
H -9.869 -3.027 -28.250
H -10.296 -5.325 -27.793
C -12.263 3.432 -19.210
C -13.542 3.718 -19.671
C -14.200 2.799 -20.477
C -13.554 1.644 -20.848
C -12.260 1.361 -20.428
C -11.636 2.255 -19.585
N -14.250 0.679 -21.699
O -13.685 -0.364 -21.939
O -15.352 0.989 -22.114
H -11.690 4.135 -18.620
H -13.959 4.712 -19.572
H -15.161 3.038 -20.910
H -11.815 0.460 -20.830
H -10.616 2.071 -19.279
C -5.975 2.876 -21.089
C -7.072 3.115 -21.927
C -6.876 3.429 -23.248
C -5.597 3.670 -23.737
C -4.516 3.409 -22.929
C -4.703 2.942 -21.625
N -5.454 4.099 -25.124
O -6.413 4.632 -25.642
O -4.384 3.889 -25.662
H -6.200 2.447 -20.120
H -8.056 2.847 -21.566
H -7.724 3.394 -23.920
H -3.479 3.466 -23.234
H -3.799 2.743 -21.068
C -11.963 0.375 -13.408
C -10.863 -0.469 -13.315
C -10.340 -1.013 -14.478
C -10.788 -0.529 -15.692
C -11.801 0.394 -15.794
C -12.397 0.856 -14.634
N -10.183 -1.035 -16.926
O -10.652 -0.646 -17.977
O -9.242 -1.797 -16.822
H -12.460 0.717 -12.507
H -10.506 -0.787 -12.346
H -9.528 -1.723 -14.417
H -12.108 0.706 -16.783
H -13.213 1.563 -14.675
```

Summary:
* ΔE to the lowest compared entry with this formula, charge and spin: 0.7376 eV
* HOMO energy: -9.92 eV
* multiplicity: 1
* frontier orbital gap: 9.2 eV

---

Record 3
The following is a quantum chemistry calculation of a structure of composition C26H22BrCl5IrN2O4S, from OMol25.

Geometry as XYZ:
```
62
C26H22BrCl5IrN2O4S the ωB97M-V functional and the def2-TZVPD basis
Ir -1.162 -0.612 0.061
O -1.639 -1.084 4.435
C -0.460 -0.468 4.699
C -0.296 0.022 5.991
C 0.866 0.667 6.362
C 1.886 0.847 5.439
C 1.735 0.344 4.160
C 0.576 -0.325 3.765
C 0.472 -0.957 2.382
O -0.833 -1.133 1.911
N 1.216 -0.190 1.416
N 0.850 -0.267 0.129
C 1.499 0.397 -0.758
C 1.128 0.473 -2.145
Br -0.574 -0.265 -2.555
C 1.802 1.064 -3.133
C 3.172 1.587 -3.056
C 4.173 0.969 -2.303
C 5.445 1.516 -2.250
C 5.735 2.679 -2.950
C 4.752 3.286 -3.721
C 3.484 2.734 -3.787
H -1.666 -1.289 3.484
H -1.107 -0.125 6.692
H 0.987 1.023 7.377
H 2.790 1.378 5.705
H 2.565 0.472 3.472
H 0.933 -1.956 2.462
H 1.972 0.417 1.680
H 2.360 0.985 -0.458
H 1.296 1.192 -4.084
H 3.971 0.027 -1.808
H 6.214 1.030 -1.665
H 6.726 3.109 -2.898
H 4.971 4.193 -4.268
H 2.716 3.209 -4.385
Cl -6.075 4.534 0.200
C -4.639 3.595 0.190
C -4.711 2.212 0.172
Cl -6.218 1.391 0.173
C -3.529 1.485 0.155
Cl -3.573 -0.263 0.115
C -2.272 2.052 0.156
O -1.162 1.345 0.123
C -2.218 3.453 0.184
Cl -0.662 4.186 0.185
C -3.378 4.213 0.196
Cl -3.274 5.920 0.216
O -0.946 -2.676 -0.219
S -2.117 -3.676 -0.373
C -1.300 -5.129 -1.092
C -1.708 -5.230 -2.565
C -2.013 -3.811 -3.025
C -2.915 -3.233 -1.941
H -1.597 -5.994 -0.501
H -0.235 -4.951 -0.948
H -2.599 -5.852 -2.659
H -0.915 -5.684 -3.157
H -2.491 -3.785 -4.003
H -1.093 -3.225 -3.077
H -3.911 -3.678 -1.941
H -3.001 -2.147 -1.960
```

Summary:
* ΔE to the lowest compared entry with this formula, charge and spin: 1.3033 eV
* net charge: +1
* HOMO energy: -10.41 eV
* multiplicity: 1
* frontier orbital gap: 6.8 eV

---

Record 4
The following is a quantum chemistry calculation of a structure of composition C26H22BrF5GdN6O3S2, from OMol25.

Geometry as XYZ:
```
66
C26H22BrF5GdN6O3S2 the ωB97M-V functional and the def2-TZVPD basis
Gd 0.577 -0.738 -0.182
C -2.209 1.874 -3.119
C -1.680 1.228 -1.881
N -1.362 -0.033 -1.837
N -1.619 -0.735 -2.957
C -1.497 -2.054 -2.810
N -1.736 -2.747 -3.964
S -1.144 -2.944 -1.403
C -1.577 1.980 -0.626
C -2.088 3.279 -0.490
C -2.022 3.905 0.739
C -1.468 3.233 1.818
C -0.979 1.954 1.601
N -1.019 1.353 0.422
H -1.823 1.355 -3.993
H -1.921 2.922 -3.168
H -3.301 1.814 -3.169
H -1.697 -2.204 -4.812
H -1.395 -3.692 -3.990
H -2.537 3.784 -1.331
H -2.406 4.911 0.854
H -1.402 3.681 2.799
H -0.523 1.386 2.404
F 3.200 -0.376 5.012
C 2.045 -0.757 4.405
C 1.925 -0.641 3.034
C 0.752 -1.017 2.371
C -0.316 -1.505 3.166
C -0.132 -1.598 4.547
F -1.127 -2.027 5.377
C 1.031 -1.243 5.198
C -1.630 -1.791 2.523
C -2.680 -2.488 3.138
C -3.899 -2.577 2.497
C -4.062 -1.979 1.259
C -2.957 -1.377 0.688
N -1.774 -1.300 1.288
H 2.765 -0.232 2.495
H 1.120 -1.330 6.271
H -2.540 -2.945 4.101
H -4.716 -3.110 2.969
H -5.001 -2.007 0.725
H -3.006 -0.953 -0.307
N 3.652 -0.467 0.413
H 4.075 0.385 0.764
H 3.984 -0.600 -0.537
H 4.002 -1.251 0.953
Br 2.982 5.834 -1.836
C 2.422 4.063 -1.399
C 2.004 3.214 -2.405
C 1.588 1.926 -2.069
C 1.577 1.466 -0.747
C 2.025 2.363 0.229
C 2.445 3.654 -0.077
H 2.003 3.551 -3.436
H 1.269 1.269 -2.874
H 2.037 2.065 1.276
H 2.777 4.335 0.697
F 1.112 -4.302 -3.102
C 2.319 -3.740 -3.079
F 3.191 -4.649 -2.624
F 2.655 -3.435 -4.340
S 2.424 -2.212 -2.036
O 2.058 -2.608 -0.672
O 3.801 -1.846 -2.226
O 1.432 -1.273 -2.538
```

Summary:
* ΔE to the lowest compared entry with this formula, charge and spin: 5.6870 eV
* net charge: -1
* HOMO energy (alpha / beta): -1.98 / -5.01 eV
* multiplicity: 8
* frontier orbital gap (alpha / beta): 4.2 / 5.5 eV

---

Record 5
The following is a quantum chemistry calculation of a structure of composition C26H22Cl2LiNO2P2, from OMol25.

Geometry as XYZ:
```
56
C26H22Cl2LiNO2P2 the ωB97M-V functional and the def2-TZVPD basis
Li 0.921 0.099 0.096
N -0.760 -0.983 2.197
P -0.504 -1.903 0.785
C -2.201 -1.925 0.096
C -2.471 -1.268 -1.098
C -3.773 -1.205 -1.570
C -4.804 -1.782 -0.850
C -4.542 -2.416 0.355
C -3.244 -2.488 0.827
C -0.480 -3.561 1.557
C -0.884 -4.680 0.833
C -0.851 -5.933 1.417
C -0.393 -6.085 2.716
C 0.043 -4.979 3.427
C 0.011 -3.724 2.848
P -0.210 0.630 2.259
C -0.350 0.818 4.081
C 0.620 0.153 4.830
C 0.592 0.198 6.211
C -0.399 0.919 6.858
C -1.349 1.601 6.118
C -1.328 1.557 4.734
C -1.594 1.634 1.623
C -1.260 2.948 1.305
C -2.191 3.793 0.731
C -3.463 3.322 0.445
C -3.796 2.009 0.738
C -2.870 1.168 1.330
H -1.615 -1.193 2.716
H -1.665 -0.797 -1.644
H -3.984 -0.703 -2.502
H -5.818 -1.737 -1.223
H -5.349 -2.853 0.925
H -3.039 -2.983 1.768
H -1.249 -4.560 -0.178
H -1.182 -6.797 0.862
H -0.371 -7.064 3.171
H 0.410 -5.098 4.436
H 0.350 -2.860 3.403
H 1.396 -0.399 4.315
H 1.342 -0.320 6.789
H -0.422 0.954 7.938
H -2.109 2.171 6.631
H -2.072 2.095 4.163
H -0.255 3.298 1.508
H -1.920 4.809 0.489
H -4.191 3.973 -0.018
H -4.779 1.637 0.487
H -3.160 0.149 1.554
Cl 1.281 3.751 -2.791
C 2.164 3.092 -1.427
Cl 1.963 4.109 -0.006
C 1.633 1.716 -1.009
O 2.469 0.950 -0.503
O 0.433 1.459 -1.132
H 3.228 3.061 -1.661
```

Summary:
* HOMO energy: -8.89 eV
* multiplicity: 1
* frontier orbital gap: 9.3 eV

---

Record 6
The following is a quantum chemistry calculation of a structure of composition C26H22Cl3F2N2O6, from OMol25.

Geometry as XYZ:
```
61
C26H22Cl3F2N2O6 the ωB97M-V functional and the def2-TZVPD basis
C 2.348 -3.493 1.965
C 3.520 -2.682 1.974
C 3.953 -2.103 0.561
C 2.937 -0.965 0.147
C 3.284 0.408 0.681
C 4.509 0.681 1.570
Cl 4.345 0.718 3.381
C 5.738 0.893 1.018
C 5.963 0.834 -0.532
Cl 7.164 1.250 2.082
C 2.417 1.522 0.355
C 1.232 1.249 -0.499
C 0.853 -0.089 -1.028
C 1.752 -1.218 -0.691
C 1.412 -2.658 -1.223
N 0.159 -3.164 -0.584
C -0.435 -0.230 -1.878
O -0.462 -1.016 -2.807
C -1.616 0.702 -1.480
C -3.053 0.325 -1.612
O -3.309 -0.912 -2.159
C -4.590 -1.450 -1.804
C -4.632 -2.080 -0.341
C -5.095 -1.074 0.784
O -3.413 -2.736 0.007
C -4.038 1.320 -1.188
C -3.673 2.621 -0.622
F -4.615 3.547 -0.192
C -2.268 3.003 -0.489
C -1.950 4.396 0.123
O -1.445 5.281 -0.504
N -2.328 4.685 1.528
C -1.642 3.852 2.471
O -1.791 4.049 3.639
F -0.802 2.822 2.113
C -1.259 2.035 -0.944
C 0.245 2.425 -0.859
O 0.702 3.517 -1.076
H 1.385 -3.031 2.329
H 2.348 -4.569 1.662
H 4.088 -2.469 2.919
H 4.985 -1.647 0.599
H 3.943 -2.973 -0.147
H 6.192 -0.242 -0.774
H 6.877 1.416 -0.846
H 5.070 1.206 -1.101
H 2.601 2.563 0.720
H 1.344 -2.645 -2.345
H 2.218 -3.391 -0.955
H -0.470 -3.566 -1.278
H -0.288 -2.413 -0.061
H -4.755 -2.329 -2.496
H -5.458 -0.761 -1.997
H -5.432 -2.887 -0.403
H -5.859 -0.326 0.455
H -5.531 -1.649 1.649
H -4.170 -0.568 1.179
H -3.558 -3.171 0.867
H -5.129 1.106 -1.270
H -3.334 4.518 1.635
Cl 2.817 1.562 -2.230
```

Summary:
* net charge: -1
* HOMO energy: -3.83 eV
* multiplicity: 1
* frontier orbital gap: 5.5 eV

---

Record 7
The following is a quantum chemistry calculation of a cluster of 2 separate species, C26H22ClO8 in total, from OMol25.

Geometry as XYZ:
```
57
C26H22ClO8 the ωB97M-V functional and the def2-TZVPD basis
C -1.667 -0.507 -2.961
C -0.383 -1.172 -2.550
O -0.203 -2.359 -2.581
O 0.591 -0.319 -2.099
C 1.793 -0.273 -2.885
C 3.001 -0.777 -2.070
C 2.793 -0.561 -0.594
C 1.939 -1.438 0.069
C 1.594 -1.268 1.401
C 0.562 -2.180 2.015
C -0.833 -1.821 1.522
C -1.184 -0.514 1.194
C -2.449 -0.215 0.702
C -3.410 -1.208 0.511
C -4.764 -0.888 -0.054
C -3.059 -2.510 0.865
C -1.797 -2.812 1.359
C 2.147 -0.213 2.123
C 3.008 0.668 1.486
C 3.336 0.506 0.128
C 4.229 1.537 -0.479
O 5.100 1.298 -1.285
C 3.988 2.926 0.023
C 4.070 4.036 -0.807
C 3.790 5.292 -0.281
C 3.443 5.445 1.057
C 3.388 4.339 1.896
C 3.656 3.081 1.369
C 3.565 1.848 2.207
O 3.918 1.820 3.364
H -1.935 -0.887 -3.944
H -2.442 -0.791 -2.249
H -1.569 0.574 -2.969
H 1.668 -0.876 -3.785
H 1.938 0.766 -3.184
H 3.906 -0.291 -2.423
H 3.118 -1.846 -2.249
H 1.479 -2.236 -0.503
H 0.772 -3.191 1.661
H 0.626 -2.148 3.102
H -0.474 0.299 1.288
H -2.693 0.810 0.445
H -5.206 -1.761 -0.528
H -5.457 -0.482 0.675
H -4.641 -0.130 -0.835
H -3.784 -3.305 0.742
H -1.566 -3.840 1.612
H 1.895 -0.059 3.164
H 4.345 3.922 -1.847
H 3.825 6.156 -0.931
H 3.209 6.423 1.457
H 3.135 4.416 2.944
O -9.302 -2.865 1.458
Cl -8.064 -2.659 0.744
O -7.058 -3.582 1.224
O -7.609 -1.301 0.958
O -8.276 -2.873 -0.671
```

Summary:
* net charge: -1
* HOMO energy: -5.92 eV
* multiplicity: 1
* frontier orbital gap: 6.7 eV

---

Record 8
The following is a quantum chemistry calculation of a structure of composition C26H22GeIrN3OS, from OMol25.

Geometry as XYZ:
```
55
C26H22GeIrN3OS the ωB97M-V functional and the def2-TZVPD basis
Ir 0.539 0.941 -1.560
N -0.973 4.684 -0.210
C -0.785 3.470 -0.704
S 0.936 2.976 -0.934
N -1.759 2.689 -1.014
N -1.377 1.457 -1.483
C -2.341 0.688 -1.854
C -2.219 -0.640 -2.406
C -3.388 -1.295 -2.757
C -3.361 -2.565 -3.337
C -2.144 -3.209 -3.581
C -0.965 -2.589 -3.249
C -0.985 -1.305 -2.660
O 0.163 -0.774 -2.361
H -0.200 5.291 0.004
H -1.912 5.022 -0.053
H -3.335 1.109 -1.742
H -4.338 -0.805 -2.585
H -4.290 -3.047 -3.609
H -2.131 -4.191 -4.035
H -0.006 -3.057 -3.424
C -1.229 -4.228 0.925
C -1.832 -3.186 1.617
C -1.276 -1.916 1.578
C -0.113 -1.687 0.837
C 0.497 -2.744 0.155
C -0.063 -4.010 0.198
Ge 0.765 0.011 0.887
C 2.655 0.039 0.447
C 3.059 0.211 -0.883
C 4.395 0.282 -1.246
C 5.359 0.140 -0.259
C 4.987 -0.045 1.064
C 3.644 -0.088 1.420
C 0.113 1.423 2.012
C 1.037 2.332 2.535
C 0.605 3.372 3.344
C -0.748 3.513 3.628
C -1.672 2.618 3.103
C -1.243 1.570 2.302
H -1.660 -5.219 0.964
H -2.725 -3.366 2.200
H -1.742 -1.116 2.142
H 1.419 -2.584 -0.394
H 0.417 -4.833 -0.315
H 2.376 0.216 -1.764
H 4.681 0.414 -2.280
H 6.406 0.177 -0.527
H 5.747 -0.149 1.826
H 3.378 -0.214 2.462
H 2.094 2.232 2.316
H 1.323 4.063 3.765
H -1.083 4.318 4.268
H -2.724 2.730 3.329
H -1.976 0.879 1.899
```

Summary:
* net charge: +2
* HOMO energy (alpha / beta): -14.52 / -14.52 eV
* multiplicity: 1
* frontier orbital gap (alpha / beta): 4.8 / 4.8 eV

---

| no. | calculated total energy (hartree) |
| --- | --- |
| 1 | -1627.73200 |
| 2 | -17268.58425 |
| 3 | -6791.63931 |
| 4 | -6193.56096 |
| 5 | -2819.95537 |
| 6 | -3144.99168 |
| 7 | -2065.94007 |
| 8 | -3822.31142 |